A gas-phase ion, C12H14BrN2 (charge +1), computed with ωB97M-V with the def2-TZVPD basis set.

```
29
Properties=species:S:1:pos:R:3:forces:R:3:lowdin_charge:R:1
C 3.6997 -0.7750 -0.4322 0.9 -0.8 -0.7 -0.078
C 2.6319 -0.3750 0.3249 -0.2 -0.1 0.1 0.044
C 4.5964 -1.3223 -1.0607 -1.4 0.9 1.7 0.223
C 0.5249 0.3654 1.6917 1.4 -0.3 -1.0 0.065
C -0.7180 0.3392 0.9752 0.6 -0.7 1.1 -0.212
C 1.6772 -0.0895 1.0371 -0.2 -0.1 0.0 0.044
C -0.5666 1.1097 -0.3685 0.8 0.3 -0.3 -0.191
C -1.1876 -1.0851 0.5648 -0.8 -0.3 0.1 -0.277
C -1.4135 0.3798 -1.4061 1.5 0.3 -1.0 -0.341
C -2.1155 -0.7601 -0.7044 -0.1 -1.7 1.4 -0.533
C -1.6409 -2.0209 1.7688 2.3 -1.0 -1.4 -0.022
C 1.1078 2.8333 0.0639 -0.1 -1.4 -0.8 -0.030
N 0.1891 2.0429 -0.6251 -1.6 -0.6 -1.9 0.076
N -0.4948 0.2280 -2.5550 0.2 -0.9 2.5 0.096
Br -3.8983 -0.1558 -0.0983 0.3 0.0 0.1 0.756
H 5.4978 -1.8400 -1.2813 0.1 0.0 -0.6 0.064
H 0.6955 0.7607 2.6742 -0.3 0.2 0.5 0.141
H -1.5183 0.8017 1.4927 -0.8 0.5 0.9 0.141
H -0.3716 -1.6553 0.2036 1.2 -0.1 -1.0 0.116
H -2.1843 1.0899 -1.6329 -0.2 0.4 -0.9 0.114
H -2.3985 -1.6538 -1.3124 0.8 0.8 0.4 0.116
H -2.6117 -2.3087 1.5614 -2.3 -0.3 0.3 0.028
H -1.4544 -1.6843 2.7673 -0.4 0.9 0.4 0.073
H -1.0825 -3.0263 1.7779 -0.4 1.5 -0.5 0.114
H 0.6894 3.8235 -0.0107 0.6 0.7 0.3 0.106
H 2.1158 2.6659 -0.4481 -1.1 0.5 1.3 0.144
H 0.9455 2.3792 1.0537 1.2 0.5 1.2 0.078
H 0.2284 -0.4918 -2.6499 -0.9 0.3 0.6 0.104
H -0.9430 0.4248 -3.3717 -1.2 0.4 -2.7 0.040
```
Positions in Å, forces in eV/Å.

Values from the calculation:
**HOMO energy (spin up / spin down)**: -12.669 / -12.645 eV
**ΔE to the lowest compared entry with this formula, charge and spin**: 191.96 kcal/mol
**E**: -3148.6738 a.u.
**Net charge**: +1